{"formula": "C3H3N2S2", "method": "ωB97M-V/def2-TZVPD", "elements": ["C", "C", "C", "N", "N", "S", "S", "H", "H", "H"], "xyz": [[-1.417176, -1.203465, -1.352400], [0.497932, -0.567208, -0.194710], [0.955335, 0.518271, 0.377789], [-0.136937, -1.315656, -1.052869], [0.886429, 0.796591, 1.726969], [2.192727, 1.234883, -0.687342], [-2.403531, -0.258725, -0.400772], [-1.854638, -1.706913, -2.191021], [1.356443, 1.687712, 1.915433], [-0.076585, 0.814510, 1.858921]], "forces_ev_per_a": [[-0.3159, 1.5947, 1.5334], [-1.6950, -1.1819, -2.0234], [2.4326, -0.5196, -1.4976], [1.9477, -0.0244, 0.7399], [1.3128, 0.6678, 0.0047], [-0.5165, -0.0531, 0.4729], [-0.8849, -0.1085, 0.0310], [0.3403, -0.3865, -0.5457], [-0.4875, -0.4014, -0.1472], [-2.1336, 0.4130, 1.4320]], "lowdin_charge": [-0.76, -0.21, -0.93, -0.05, 0.03, 0.33, 0.46, 0.02, 0.07, 0.04], "total_charge": -1, "e_lumo_ha": [0.1201, 0.1201], "e_above_lowest_kcal_mol": 37.2, "gap_ev": [6.359, 6.358]}

---

{"formula": "C3H3N3", "method": "ωB97M-V/def2-TZVPD", "elements": ["C", "C", "C", "N", "N", "N", "H", "H", "H"], "xyz": [[0.289857, -0.284581, -0.267665], [-2.826287, 1.411341, 0.002967], [1.678373, 0.012757, -0.032230], [-2.549312, 0.282208, 0.065538], [-1.973700, -0.911440, 0.087284], [-0.733771, -0.777963, 0.039906], [1.768318, 0.842292, 0.673289], [2.173610, -0.857277, 0.397192], [2.172910, 0.282667, -0.966277]], "forces_ev_per_a": [[-0.4016, -1.4499, 0.2856], [-0.5000, 0.5267, 0.0032], [0.6175, 0.6008, -0.0447], [0.2745, 0.6271, 0.0874], [-1.5517, -1.9793, 0.3735], [1.5086, 1.7978, -0.8443], [0.0415, -0.0409, -0.0194], [-0.0568, -0.0647, 0.0156], [0.0680, -0.0177, 0.1430]], "lowdin_charge": [-0.01, -0.03, -0.05, -0.15, -0.05, 0.02, 0.09, 0.10, 0.08], "e_lumo_ha": -0.0040, "e_above_lowest_kcal_mol": 120.1, "gap_ev": 8.653}